1.
78
Properties=species:S:1:pos:R:3:forces:R:3:lowdin_charge:R:1 method="wB97M-V/def2-TZVPD" total_charge=+3 lumo_energy_ev="-11.2 / -10.9" homo_energy_ev="-16.72 / -16.72" orbital_gap_ev="5.488 / 5.867"
W -0.35733 -0.27687 0.55978 -1.591 -1.694 -2.631 1.755
C -3.39584 2.57481 -2.04841 -0.032 0.068 -0.164 -0.013
C -3.15748 2.82172 -0.59593 0.366 -0.298 0.166 -0.201
C -3.68589 3.96306 0.00767 0.098 -0.146 0.106 0.009
C -3.49877 4.22459 1.35058 0.063 -0.164 0.048 -0.005
C -2.73107 3.36814 2.13181 0.135 -0.186 -0.069 0.002
C -2.15712 2.24393 1.56566 0.130 -0.216 -0.364 -0.188
C -1.39514 1.23788 2.39799 -0.760 0.207 -0.231 -0.043
C -2.38631 1.96152 0.19967 -0.236 1.034 0.507 -0.222
N -1.80673 0.74493 -0.25662 -0.526 0.187 -0.269 -0.089
C -2.59527 -0.32260 -0.59679 -0.261 0.428 -0.233 -0.229
C -4.07525 -0.27655 -0.43421 0.010 -0.100 0.369 0.039
C -1.95291 -1.44045 -1.24746 0.767 0.290 -0.267 -0.218
C -2.69239 -2.33093 -2.18018 -0.047 -0.177 0.024 0.037
N -0.62915 -1.46793 -1.04243 -1.095 0.201 0.904 -0.032
C 0.22220 -2.45239 -1.57398 1.055 -1.157 -0.612 -0.196
C -0.00367 -3.82889 -1.33958 0.026 0.433 0.135 -0.212
C -1.05131 -4.31692 -0.38485 -0.196 0.004 -0.003 -0.023
C 0.82648 -4.74705 -1.97095 -0.012 0.164 -0.015 -0.012
C 1.86633 -4.33130 -2.78551 0.003 0.280 0.039 -0.010
C 2.13145 -2.97395 -2.93452 -0.126 -0.206 0.033 -0.004
C 1.33111 -2.02246 -2.32728 -0.436 0.094 0.126 -0.194
C 1.61492 -0.55983 -2.48636 0.170 -0.040 -0.152 -0.023
H -2.97606 3.39435 -2.63379 0.020 -0.064 -0.079 0.106
H -4.46617 2.56406 -2.26059 0.024 -0.090 -0.041 0.108
H -2.94912 1.64158 -2.38746 -0.020 0.018 -0.149 0.072
H -4.25921 4.65239 -0.59094 -0.132 0.056 -0.125 0.137
H -3.95967 5.08421 1.80854 -0.023 0.168 0.001 0.131
H -2.59870 3.56844 3.18334 0.044 0.051 0.139 0.131
H -1.20565 1.65058 3.39314 0.373 -0.332 -0.118 0.132
H -0.36023 1.00606 1.97982 -0.360 0.895 1.228 0.030
H -2.00039 0.32114 2.56506 0.367 0.176 -0.073 0.120
H -4.36101 0.48963 0.28584 -0.025 -0.042 -0.046 0.111
H -4.47698 -1.23653 -0.11517 0.051 -0.078 -0.003 0.114
H -4.55360 -0.03322 -1.38433 0.050 0.053 -0.141 0.120
H -3.19475 -1.72757 -2.94095 0.035 0.123 0.068 0.123
H -3.47422 -2.90471 -1.68352 0.012 -0.052 0.112 0.116
H -2.00963 -3.01500 -2.67914 -0.061 0.023 0.025 0.104
H -1.28836 -3.57685 0.38580 -0.017 -0.256 -0.119 0.060
H -0.70530 -5.22854 0.09973 -0.047 0.030 0.075 0.100
H -1.96851 -4.57724 -0.91287 -0.085 -0.067 0.057 0.091
H 0.64304 -5.80194 -1.82275 0.006 -0.065 0.039 0.132
H 2.48027 -5.05654 -3.29629 0.069 -0.081 -0.018 0.127
H 2.95406 -2.65023 -3.55226 0.110 0.035 -0.077 0.129
H 2.23644 -0.40123 -3.36293 0.003 0.105 -0.068 0.101
H 2.18443 -0.20832 -1.62203 -0.012 0.115 -0.077 0.072
H 0.70281 0.03414 -2.59587 0.146 -0.011 -0.005 0.078
O 0.46336 -0.58866 3.54808 0.515 -0.868 0.899 -0.244
S 0.63607 -1.65311 2.60672 -0.023 0.134 1.176 0.758
O -0.67348 -1.88573 1.85153 0.473 -0.166 -0.056 -0.401
N 1.37966 -0.98979 1.29385 0.516 0.083 0.089 -0.220
C 2.45692 -0.10392 1.41339 0.680 0.685 -0.049 -0.252
C 3.64241 -0.30633 2.09466 -0.554 0.078 -0.376 0.053
C 4.62186 0.69356 2.07730 0.165 0.316 -0.058 -0.002
C 4.43485 1.86917 1.38997 0.065 -0.198 0.100 0.038
C 3.23704 2.10633 0.68123 -0.532 -0.160 -0.242 -0.114
C 2.96216 3.28736 -0.04567 -0.127 -0.509 0.261 0.091
C 1.74327 3.40953 -0.67885 -0.146 -0.178 -0.048 0.019
C 0.80244 2.38654 -0.61207 -0.238 -0.099 -0.086 -0.046
N 1.00222 1.24182 0.07648 0.721 0.478 0.695 -0.058
C 2.22890 1.10857 0.71115 0.554 -0.381 0.319 -0.151
C 1.34999 -3.13294 3.25731 -0.282 0.813 -0.686 -0.294
C 1.52748 -3.26634 4.62592 -0.026 0.125 0.380 -0.021
C 2.11411 -4.43424 5.09424 -0.084 0.195 -0.069 -0.010
C 2.51061 -5.42214 4.20278 -0.069 0.108 0.016 0.000
C 2.33576 -5.25588 2.83371 -0.076 0.169 -0.177 -0.020
C 1.75329 -4.09725 2.34556 0.058 -0.301 -0.231 -0.048
H 3.82164 -1.22532 2.63193 -0.004 -0.132 0.039 0.134
H 5.54163 0.52108 2.61464 0.082 0.050 0.031 0.134
H 5.19750 2.63360 1.38373 0.101 0.027 0.017 0.141
H 3.70024 4.07376 -0.09742 0.062 0.115 0.002 0.149
H 1.49202 4.29941 -1.23347 -0.009 0.042 -0.109 0.135
H -0.13693 2.47779 -1.15076 0.117 -0.004 0.194 0.125
H 1.21790 -2.48306 5.29903 -0.033 0.078 0.126 0.129
H 2.26892 -4.56830 6.15375 -0.035 0.026 0.078 0.132
H 2.96340 -6.32775 4.57845 0.041 -0.056 0.014 0.133
H 2.66281 -6.02799 2.15592 0.007 -0.044 -0.115 0.127
H 1.61013 -3.92692 1.28815 0.049 -0.141 -0.186 0.111

***

2.
88
Properties=species:S:1:pos:R:3:forces:R:3:lowdin_charge:R:1 method="wB97M-V/def2-TZVPD" spin_multiplicity=3 total_charge=+1 lumo_energy_ev="-3.0 / -3.1" s_squared=2.012 homo_energy_ev="-9.80 / -11.28" orbital_gap_ev="6.769 / 8.170"
W 1.10867 1.56463 -0.48802 -0.178 0.342 1.896 1.590
C -0.35984 -2.97141 4.27096 0.028 -0.017 -0.024 -0.068
C -0.90618 -1.76908 3.84251 0.012 -0.010 -0.003 -0.073
C -0.39654 -1.14901 2.71145 0.040 0.051 0.036 -0.118
C 0.66224 -1.71681 2.00682 -0.321 0.159 -0.073 -0.341
C 1.19690 -2.93193 2.43140 -0.052 -0.002 0.079 -0.078
C 0.68828 -3.55110 3.56518 -0.001 0.009 -0.020 -0.062
P 1.33784 -0.86378 0.55602 0.539 -0.142 -0.032 1.066
C 1.80229 -2.20290 -0.58568 -0.185 -0.017 0.087 -0.360
C 3.11615 -2.37366 -1.00245 0.064 0.037 -0.039 -0.069
C 3.43489 -3.38749 -1.89413 -0.006 -0.009 -0.046 -0.056
C 2.44511 -4.23063 -2.37712 0.001 0.019 0.025 -0.067
C 1.12981 -4.06199 -1.96386 -0.033 0.015 0.024 -0.071
C 0.80693 -3.05012 -1.07125 0.065 -0.053 -0.017 -0.097
C 2.89187 -0.10663 1.07744 0.079 -0.071 0.181 -0.429
C 3.86481 -0.61927 1.93082 0.100 -0.022 0.013 -0.074
C 5.01255 0.12628 2.14357 0.001 0.034 -0.012 -0.067
C 5.16719 1.36106 1.51231 -0.001 -0.011 0.023 -0.057
C 4.17092 1.87995 0.69504 0.078 0.038 0.013 -0.079
C 3.00284 1.15086 0.47426 -0.080 -0.218 -0.218 -0.302
H -0.75467 -3.46153 5.15218 0.020 0.010 -0.016 0.110
H -1.73296 -1.32028 4.37907 0.013 -0.001 -0.008 0.113
H -0.85632 -0.23212 2.35542 -0.031 -0.089 -0.026 0.078
H 1.99783 -3.40161 1.87291 -0.012 0.011 -0.007 0.112
H 1.11017 -4.49198 3.89535 -0.017 0.019 -0.004 0.111
H 3.89238 -1.70798 -0.64725 -0.019 -0.006 -0.014 0.111
H 4.45918 -3.50763 -2.22306 -0.024 -0.006 0.018 0.113
H 2.69765 -5.01731 -3.07627 -0.008 0.012 0.010 0.109
H 0.35513 -4.72251 -2.33471 0.025 0.024 0.007 0.105
H -0.21579 -2.92752 -0.73906 -0.115 0.023 0.043 0.086
H 3.73622 -1.57994 2.41644 -0.001 0.005 -0.018 0.106
H 5.79184 -0.25242 2.79260 -0.009 0.023 -0.006 0.108
H 6.07438 1.93183 1.67125 -0.005 -0.029 -0.001 0.111
H 4.31960 2.84670 0.22896 0.012 -0.013 0.005 0.098
Br -1.05781 4.52908 -1.45995 0.081 -0.094 0.117 0.913
C -0.04403 3.60900 -2.75626 -0.170 0.260 -0.188 -0.659
C -0.06239 4.18372 -4.02033 -0.094 0.084 0.138 -0.089
C 0.57943 3.55139 -5.06341 0.060 -0.041 -0.153 -0.007
C 1.21272 2.34912 -4.80592 0.030 0.072 -0.279 0.035
C 1.19700 1.87057 -3.52146 0.406 -0.547 -0.221 -0.174
N 0.59637 2.46958 -2.48793 -0.330 0.348 0.119 -0.020
C 1.90320 0.58736 -3.17774 -0.128 0.211 0.009 -0.540
O 2.38402 -0.13687 -4.00740 0.001 -0.024 0.025 0.135
O 1.88844 0.39610 -1.88423 0.256 -0.578 -0.575 -0.247
H -0.58484 5.11805 -4.16221 -0.001 -0.016 0.007 0.106
H 0.57729 3.98782 -6.05471 0.007 -0.022 0.055 0.127
H 1.73450 1.77364 -5.55882 -0.022 0.024 0.031 0.136
N 0.76457 2.16170 1.83891 -0.064 -0.099 -0.279 -0.031
C 0.61580 3.60194 2.18293 0.038 0.037 0.060 -0.206
C 1.83889 4.42867 1.83124 0.051 0.003 0.136 -0.076
C 2.28372 4.35109 0.38903 -0.158 -0.314 0.064 -0.611
O 3.14596 5.05457 -0.06215 -0.018 0.056 -0.061 0.111
O 1.61666 3.45636 -0.32481 0.175 0.777 -0.584 -0.300
H 0.00099 1.64158 2.26191 0.011 -0.007 0.031 0.066
H 1.60579 1.81522 2.29552 0.035 -0.050 -0.035 0.096
H 0.42823 3.69254 3.25378 -0.069 0.032 0.022 0.128
H -0.25230 4.00201 1.66196 0.006 -0.007 -0.083 0.089
H 2.69417 4.15688 2.45566 0.012 -0.027 -0.009 0.133
H 1.62817 5.47713 2.04280 0.035 0.024 0.086 0.136
C -3.65027 -4.35311 0.62425 -0.023 0.112 0.037 -0.093
C -4.15394 -3.13818 1.40017 0.024 -0.195 -0.010 -0.281
S -3.59092 -1.59056 0.75894 0.025 0.058 0.136 0.659
O -2.20970 -1.72025 0.35957 0.246 0.006 -0.016 -0.309
O -3.96536 -0.54474 1.68153 0.088 -0.335 0.011 -0.282
C -4.52305 -1.36588 -0.73430 -0.138 -0.059 -0.031 -0.185
C -4.32160 0.02018 -1.37092 0.167 0.278 0.032 -0.092
N -3.20398 0.81304 -0.82332 -0.187 -0.247 0.036 0.057
C -1.90183 0.66429 -1.15661 -0.073 0.142 -0.016 -0.316
N -1.12873 1.40473 -0.36044 -0.062 -0.304 -0.533 -0.034
C -1.96422 2.02685 0.52400 0.320 0.280 0.296 -0.099
C -3.22527 1.66846 0.25744 -0.621 0.020 0.115 -0.158
N -4.39661 2.11807 0.98016 0.131 0.161 -0.331 -0.329
O -5.48699 1.75277 0.58919 0.013 0.011 0.088 0.099
O -4.18716 2.87502 1.90190 0.001 -0.174 -0.001 0.124
C -1.45015 -0.18344 -2.28756 0.044 -0.015 0.050 0.033
H -3.90166 -5.25988 1.17275 -0.026 0.024 -0.009 0.087
H -2.56767 -4.31459 0.50717 -0.026 0.017 0.029 0.074
H -4.10793 -4.42698 -0.36343 0.007 0.025 0.033 0.078
H -3.77665 -3.11641 2.42639 -0.023 -0.035 -0.022 0.110
H -5.24223 -3.06556 1.43390 0.015 -0.047 0.098 0.111
H -5.56883 -1.50117 -0.45623 -0.008 0.027 -0.115 0.119
H -4.22071 -2.16895 -1.40610 -0.021 -0.008 0.014 0.106
H -5.21771 0.60257 -1.21854 -0.013 0.108 -0.091 0.115
H -4.14076 -0.07555 -2.43557 -0.023 -0.042 -0.083 0.131
H -1.64730 2.71900 1.27957 -0.001 -0.023 -0.036 0.100
H -2.08070 -1.06279 -2.38871 -0.030 -0.032 -0.002 0.088
H -0.43491 -0.53745 -2.11720 0.044 0.045 0.018 0.066
H -1.47908 0.37958 -3.22353 0.021 -0.015 -0.008 0.107

***

3.
81
Properties=species:S:1:pos:R:3:forces:R:3:lowdin_charge:R:1 method="wB97M-V/def2-TZVPD" total_charge=+1 lumo_energy_ev=-2.9 e_above_lowest_kj_mol=159.6 homo_energy_ev=-10.27 orbital_gap_ev=7.350
Ir 0.39170 0.71928 0.84518 -0.277 0.002 0.471 1.065
C 1.99158 -2.48146 3.05782 0.027 -0.027 -0.035 -0.032
C 1.37321 -3.55533 2.20683 0.066 0.002 -0.047 -0.242
C 1.39269 -4.87398 2.65420 -0.025 -0.024 0.002 -0.030
C 0.90007 -5.91049 1.87912 0.010 -0.033 0.040 -0.058
C 0.37790 -5.64844 0.62268 0.018 0.002 -0.040 -0.067
C 0.32560 -4.34297 0.16466 0.173 -0.064 0.016 -0.116
C 0.80416 -3.29283 0.95016 0.284 0.229 0.531 -0.289
P 0.80710 -1.61196 0.22995 -1.662 0.469 -1.560 1.081
C -0.51610 -1.81965 -1.06090 0.135 -0.254 0.053 -0.327
C -0.23882 -1.47509 -2.38427 0.032 0.030 0.012 -0.101
C -1.19866 -1.59664 -3.38077 -0.008 0.049 -0.029 -0.085
C -2.45719 -2.08179 -3.05730 0.004 0.045 -0.013 -0.085
C -2.74423 -2.41356 -1.74101 -0.015 0.015 0.040 -0.044
C -1.80098 -2.29001 -0.72063 -0.027 0.150 0.026 -0.302
C -2.20277 -2.69746 0.67678 -0.004 0.045 -0.048 -0.069
C 2.32203 -1.50619 -0.72269 0.252 -0.132 0.222 -0.331
C 2.97939 -2.59311 -1.30539 -0.145 0.062 -0.122 -0.051
C 4.07517 -2.37099 -2.11585 0.019 0.040 -0.034 -0.064
C 4.50588 -1.06569 -2.35490 -0.012 -0.024 -0.001 -0.059
C 3.87677 0.00301 -1.74271 0.059 -0.045 0.061 -0.034
C 2.80551 -0.21541 -0.87125 0.056 0.210 -0.115 -0.313
C 2.25726 0.90420 -0.03808 0.618 -0.200 0.875 -0.284
H 2.38273 -2.89969 3.98325 0.024 -0.032 -0.024 0.087
H 1.26748 -1.71206 3.31163 0.038 -0.122 0.015 0.049
H 2.82444 -2.00104 2.53329 -0.019 -0.002 -0.020 0.092
H 1.80935 -5.08626 3.63148 0.013 0.007 -0.031 0.116
H 0.93499 -6.92647 2.25169 -0.007 0.020 0.003 0.111
H 0.01027 -6.45387 0.00024 -0.008 0.020 0.007 0.111
H -0.09382 -4.14562 -0.81197 0.030 -0.039 -0.004 0.111
H 0.75562 -1.12641 -2.64513 -0.032 -0.085 -0.029 0.099
H -0.95289 -1.33878 -4.40470 -0.003 -0.013 0.047 0.109
H -3.20982 -2.20971 -3.82574 0.013 0.004 0.021 0.109
H -3.72765 -2.79591 -1.49008 0.012 0.025 0.003 0.120
H -3.27332 -2.54842 0.81314 0.002 0.024 -0.005 0.085
H -1.69015 -2.12055 1.44628 0.029 -0.027 -0.032 0.038
H -1.98068 -3.74996 0.85654 -0.058 -0.002 -0.017 0.084
H 2.61363 -3.59973 -1.15032 -0.001 -0.018 0.053 0.109
H 4.58814 -3.20661 -2.57320 -0.005 0.018 -0.010 0.110
H 5.35331 -0.88857 -3.00491 -0.013 -0.010 -0.004 0.110
H 4.24595 1.01150 -1.89593 -0.011 -0.025 0.007 0.118
H 2.32323 1.84189 -0.59391 0.076 0.022 -0.004 0.048
H 2.91193 1.01440 0.83257 0.337 0.034 -0.207 0.077
O 0.44005 0.30898 4.85606 0.029 0.212 -0.138 0.113
C 0.52681 0.67873 3.70817 -0.247 -0.413 0.105 -0.570
O 0.24349 -0.07040 2.67112 0.471 -0.440 0.785 -0.346
C 1.00545 2.05236 3.35105 0.196 0.204 0.022 -0.154
C 1.40216 2.96319 4.31495 -0.014 -0.157 -0.026 0.036
C 1.93129 4.17317 3.91058 0.055 0.104 0.009 -0.022
C 2.06286 4.43009 2.55194 0.037 -0.015 0.059 -0.023
C 1.63245 3.48118 1.64825 -0.012 -0.127 0.077 -0.113
N 1.09337 2.31703 2.04164 -0.515 0.593 -0.213 -0.034
H 1.29591 2.68031 5.35277 0.009 -0.004 0.006 0.134
H 2.25906 4.90206 4.63967 -0.017 -0.001 -0.002 0.120
H 2.49949 5.35199 2.19366 -0.010 -0.014 -0.002 0.117
H 1.72357 3.64013 0.58294 -0.008 0.010 0.025 0.110
C -3.40807 1.53102 -2.43337 0.059 -0.022 -0.043 -0.040
N -2.75857 1.07788 -1.20615 0.050 -0.190 -0.227 0.009
C -2.99795 1.39774 0.05664 -0.084 -0.142 0.125 -0.766
S -2.14322 0.61266 1.33819 -0.156 0.289 0.115 0.734
N -3.90981 2.30801 0.40597 -0.018 0.101 0.102 -0.019
C -4.75054 3.17521 -0.41374 -0.065 0.004 0.055 -0.054
H -2.91797 1.01392 -3.25242 0.014 -0.025 -0.046 0.086
H -3.28731 2.60270 -2.58749 0.019 -0.092 -0.003 0.076
H -4.46584 1.27234 -2.45678 0.054 -0.026 -0.006 0.091
H -2.10518 0.31179 -1.30362 0.005 -0.057 -0.033 0.084
H -3.97130 2.41719 1.40502 -0.016 0.057 0.022 0.112
H -5.45469 2.61554 -1.02579 0.020 0.029 0.054 0.085
H -4.15162 3.82858 -1.04821 -0.048 -0.008 0.059 0.076
H -5.32225 3.79892 0.26773 -0.009 0.004 -0.007 0.096
Cl 0.62050 2.80598 -4.42803 0.000 -0.002 0.004 0.737
C 0.10115 3.03111 -2.80235 -0.051 -0.073 -0.043 -0.636
C -0.50438 4.20683 -2.39814 -0.031 0.091 -0.087 -0.063
C -0.91960 4.30556 -1.08160 -0.088 -0.079 0.103 -0.027
C -0.70679 3.24832 -0.21438 -0.136 0.006 -0.233 -0.168
N -0.10964 2.11651 -0.61415 0.584 -0.272 -0.760 -0.137
C 0.28495 2.00776 -1.89040 -0.203 0.016 -0.026 -0.151
H -0.65196 5.01580 -3.10146 0.011 -0.006 0.016 0.122
H -1.40888 5.19939 -0.71985 0.030 0.007 0.010 0.123
H -1.03420 3.27729 0.81421 0.046 0.018 0.036 0.105
H 0.73720 1.07155 -2.18841 0.042 0.079 0.033 0.099